# 1
# C3H4ClNS

A cluster of 2 separate species, C3H4ClNS in total at a distorted geometry (wB97M-V/def2-TZVPD, the Open Molecules 2025 dataset).

ORCA input file:
```
! wB97M-V def2-TZVPD RIJCOSX def2/J DEFGRID3
* xyz 0 1
C 1.78115 -0.05236 0.05552
C 0.51544 0.16396 -0.07792
C -0.53924 -0.91542 0.00010
H 2.19678 -2.22810 -0.14998
H 3.53660 -1.01794 0.93666
H 2.53511 0.69763 0.41624
H -0.04952 -1.86225 0.06338
N 2.47423 -1.17665 -0.18766
S -2.18310 -0.74721 0.03323
Cl -0.06783 1.73091 -0.02062
*
```

**HOMO level**: -8.5780 eV
**HOMO-LUMO gap**: 0.2791 hartree
**E_LUMO**: -1.0 eV
**Calculated total energy**: -1029.68936 Ha

Atom charges from the Löwdin analysis, given in e for atoms 1 to 8: -0.3925 -0.8171 -0.6626 0.1108 0.2787 0.1208 0.0207 0.0228


# 2
# C16H20Cl44

A cluster of 16 separate species, C16H20Cl44 in total at a distorted geometry (wB97M-V/def2-TZVPD, the Open Molecules 2025 dataset).

ORCA input file:
```
! wB97M-V def2-TZVPD RIJCOSX def2/J DEFGRID3
* xyz 0 1
C -3.39943 1.30773 4.82278
Cl -4.45358 0.25010 5.65276
Cl -2.76166 2.69610 5.84915
Cl -4.12516 1.91175 3.30767
H -2.54447 0.69316 4.54093
C -3.83764 2.25143 -2.61328
Cl -3.35533 1.38876 -1.13899
Cl -4.52547 3.80770 -2.16768
Cl -5.11103 1.31347 -3.36726
H -2.99718 2.31009 -3.30488
C 3.68036 3.02519 3.67485
Cl 2.56863 3.59129 4.99580
Cl 4.33010 4.38901 2.67007
Cl 2.87109 1.80314 2.68026
H 4.53921 2.59404 4.18923
C 3.51082 -2.56284 -3.51759
Cl 2.14588 -1.40803 -3.29085
Cl 3.13087 -3.93791 -4.61086
Cl 4.08901 -3.15349 -1.92235
H 4.31932 -1.97020 -3.94561
C -3.98347 -3.62940 -0.01660
Cl -4.45040 -3.51057 1.72960
Cl -5.03361 -4.68988 -1.00526
Cl -2.25843 -4.09802 -0.21866
H -4.00701 -2.64711 -0.48847
C -0.48948 -5.69561 -3.47868
Cl -0.27767 -3.90066 -3.41324
Cl 0.32332 -6.37791 -4.95341
Cl -2.20089 -6.07124 -3.45906
H -0.00015 -6.10406 -2.59448
C 4.51351 -3.82960 3.81951
Cl 6.27504 -3.95869 3.70640
Cl 3.72404 -5.47873 3.74725
Cl 3.86370 -2.88267 2.52470
H 4.19475 -3.20495 4.65396
C 4.84948 1.36070 -1.41572
Cl 3.87429 0.48201 -0.24282
Cl 3.78097 2.28554 -2.57089
Cl 5.97542 0.25019 -2.25684
H 5.40453 2.13209 -0.88188
C -0.58737 1.55889 -5.84916
Cl 0.63757 1.93458 -4.58008
Cl -1.13140 3.02083 -6.66683
Cl -1.89497 0.54825 -5.14319
H -0.05477 1.01672 -6.63049
C 0.07420 -0.61050 0.54996
Cl 0.94353 -2.11578 0.17770
Cl -1.62130 -1.01363 0.81605
Cl 0.12265 0.56606 -0.81687
H 0.56740 -0.09225 1.37232
C 1.72299 -7.35779 0.28772
Cl -0.06374 -7.52171 0.27875
Cl 2.24690 -5.69988 0.41170
Cl 2.45518 -8.02220 -1.18216
H 2.08068 -7.97782 1.10974
C -0.89426 4.18803 2.63148
Cl -2.50610 4.59565 1.99506
Cl -0.69871 2.39792 2.68977
Cl -0.59356 4.92078 4.23487
H -0.20198 4.51913 1.85740
C 0.69039 5.26057 -3.48897
Cl -0.53516 4.60873 -2.44783
Cl 0.68042 7.03764 -3.19726
H 1.65515 4.89640 -3.13580
H 0.49153 5.00582 -4.52995
C -0.53118 -2.47281 4.12077
Cl -2.25035 -2.14473 3.90025
Cl 0.29531 -0.94700 4.03877
H -0.28231 -2.97094 5.05779
H -0.20607 -3.12899 3.31341
C -6.30298 1.24530 0.32205
Cl -8.00738 1.41862 0.72635
Cl -5.66710 -0.28815 0.95727
H -6.22490 1.29998 -0.76377
H -5.72100 2.07450 0.72434
C 1.99417 6.01425 0.24697
Cl 0.28883 6.67533 0.24671
Cl 1.92665 4.22855 -0.03635
H 2.55881 6.50367 -0.54658
H 2.39195 6.09608 1.25850
*
```

**HOMO level**: -10.5425 eV
**HOMO-LUMO gap**: 0.3871 hartree
**E_LUMO**: 0.0 eV
**Calculated total energy**: -20870.02288 Ha

Atom charges from the Löwdin analysis, given in e for atoms 1 to 8: -1.5362 0.5780 0.4695 0.4899 -0.0503 -1.5322 0.5112 0.5399


# 3
# C3H9NO

A cluster of 2 separate species, C3H9NO in total at a distorted geometry (wB97M-V/def2-TZVPD, the Open Molecules 2025 dataset).

ORCA input file:
```
! wB97M-V def2-TZVPD RIJCOSX def2/J DEFGRID3
* xyz 0 1
C -0.23254 1.37980 0.90880
C 0.74067 0.72070 -0.13586
C 1.01980 -1.53375 0.44584
N 0.37948 -0.72752 -0.28450
H -0.73185 0.51213 1.30870
H 0.30692 1.92432 1.67622
H -0.98366 1.99576 0.41818
H 1.78273 0.87551 0.15275
H 0.58069 1.10794 -1.13748
H 1.60076 -1.41438 1.36748
H 0.98397 -2.57401 0.09590
H -1.24922 -0.53745 -1.10484
H -2.11278 -1.25459 -2.12089
O -2.08497 -0.47446 -1.59032
*
```

**HOMO level**: -10.0356 eV
**HOMO-LUMO gap**: 0.3992 hartree
**E_LUMO**: 0.8 eV
**Calculated total energy**: -249.64843 Ha
**SMILES string**: C=NCC.O

Atom charges from the Löwdin analysis, given in e for atoms 1 to 8: -0.0724 -0.2441 -0.0481 -0.0768 0.0584 0.0620 0.0681 0.0969


# 4
# C21H27N6O7Re

A structure of composition C21H27N6O7Re at a distorted geometry (wB97M-V/def2-TZVPD, the Open Molecules 2025 dataset).

ORCA input file:
```
! wB97M-V def2-TZVPD RIJCOSX def2/J DEFGRID3
* xyz -1 4
Re 0.20185 -0.08210 0.33719
O 1.93369 1.68067 5.28059
C 0.71010 2.22726 5.15505
C 0.20038 2.95105 6.23035
C -1.05211 3.53526 6.15282
C -1.82012 3.40473 5.00119
C -1.31842 2.68482 3.93007
C -0.05845 2.09217 3.98455
C 0.43684 1.33638 2.82564
O -0.30407 1.28582 1.74310
N 1.58042 0.74570 2.86442
N 1.83423 0.06949 1.69016
C 3.14702 -0.22288 1.51399
C 3.69266 -0.71816 0.33345
C 5.00411 -1.26190 0.27151
C 5.53954 -1.73179 -0.90730
C 4.79513 -1.68267 -2.08773
C 3.51018 -1.13850 -2.05859
C 2.95636 -0.64788 -0.88340
O 1.76582 -0.04396 -0.94145
H 2.12562 1.19916 4.43338
H 0.81136 3.04055 7.11962
H -1.43192 4.09496 6.99949
H -2.80162 3.85678 4.94108
H -1.89177 2.55790 3.02114
H 3.76856 -0.12060 2.39711
H 5.58250 -1.30869 1.18806
H 6.54174 -2.14474 -0.91438
H 5.20921 -2.05179 -3.01772
H 2.92429 -1.04534 -2.96752
N -0.26306 -1.71020 -1.06498
C -1.50511 -1.34016 -1.74847
C -2.15076 -2.46881 -2.54974
C -3.27710 -2.04387 -3.50445
C -2.94354 -0.85792 -4.41405
N -2.88343 0.39462 -3.66110
C -1.95653 1.34511 -3.93340
N -1.39655 2.03273 -2.98718
N -1.64995 1.52179 -5.25729
C -2.43639 -0.67265 -0.70630
O -3.58142 -0.38214 -1.06523
O -1.93982 -0.47559 0.44722
H 0.51034 -1.85361 -1.70657
H -0.36001 -2.49360 -0.41832
H -1.20383 -0.55737 -2.43763
H -2.53848 -3.23106 -1.86744
H -1.35684 -2.94305 -3.13867
H -4.17172 -1.80359 -2.93084
H -3.51804 -2.89230 -4.15060
H -3.69838 -0.79218 -5.20566
H -1.97453 -1.03468 -4.89454
H -3.19618 0.32091 -2.68542
H -0.91296 1.50352 -1.77968
H -0.83344 2.80249 -3.32644
H -2.22947 1.13502 -5.97720
H -0.83302 2.04014 -5.51669
C -0.16879 -1.84049 2.79177
O 0.04756 -1.79469 1.41144
H 0.75239 -1.65983 3.35871
H -0.54620 -2.83372 3.06152
H -0.91630 -1.10440 3.11561
O -0.46155 1.12784 -0.89426
*
```

**HOMO level (spin up / spin down)**: -1.9994 / -4.6089 eV
**HOMO-LUMO gap (spin up / spin down)**: 0.1566 / 0.2524 hartree
**E_LUMO (spin up / spin down)**: 2.3 / 2.3 eV
**Calculated total energy**: -1750.04153 Ha
**⟨S²⟩**: 3.78

Atom charges from the Löwdin analysis, given in e for atoms 1 to 8: 1.8554 0.0411 -0.2780 -0.0334 -0.1102 -0.1087 -0.0232 -0.0766